ORCA calculation (the ωB97M-V functional and the def2-TZVPD basis) on an isolated molecule of C6H12N4O2 in a non-equilibrium geometry.

XYZ file:
```
24
Properties=species:S:1:pos:R:3:mulliken_charge:R:1
O -1.3898 -1.7192 3.1294 -0.5618
H -0.2245 1.5348 -1.9506 0.3124
N -0.7932 -2.1475 2.0889 0.8544
N -0.6111 0.1850 -0.4474 0.0092
H 2.1082 -1.1126 2.3113 0.2669
H -0.3995 2.4011 -0.3842 0.3148
H 1.6039 -2.0720 -0.0226 0.3830
H 0.2360 -1.3297 -2.9161 0.2597
H 0.8867 -1.1026 3.3280 0.3056
N -0.6237 -0.0177 0.9470 0.0909
C 0.3144 -0.6555 -0.9157 1.0283
H 1.2954 0.1136 -2.6546 0.4443
C -1.7485 0.5856 1.7219 -0.7955
C -0.7119 1.5423 -0.9721 -1.0024
H -1.3421 1.0015 2.7090 0.2737
H 1.7443 -1.4142 -2.1701 0.4096
C 0.9195 -0.7932 -2.2104 -1.5843
H -2.5094 -0.1900 1.9727 0.2873
O -0.9698 -3.1745 1.5181 -0.5888
H -1.7953 1.7101 -1.0765 0.3738
C 0.7694 -1.5127 0.0137 -1.3656
H -2.0403 1.4189 0.9913 0.3158
N 1.2015 -0.6475 2.4615 -0.7631
C 0.1500 -1.1357 1.3130 0.7319
```

## Properties
largest force on an atom	4.178	eV Å⁻¹
DFT total energy	-16466.021	eV
relative energy (zero: lowest compared OMol25 entry of this formula, charge and spin)	545.52	kJ/mol
LUMO	0.624	eV
HOMO energy	-7.81	eV
gap between HOMO and LUMO	8.4	eV

ORCA calculation (the ωB97M-V functional and the def2-TZVPD basis) on a 2-piece molecular cluster, C4H11N2 overall in a non-equilibrium geometry.

XYZ file:
```
17
Properties=species:S:1:pos:R:3:mulliken_charge:R:1
H -1.9251 -2.5314 -1.3754 0.3122
H 1.3986 1.8150 -0.4910 0.3781
C -0.9484 -2.0582 -1.3788 -0.7056
H -3.1093 -0.6170 -0.7316 0.2680
H -0.2665 -2.5745 -0.7100 0.3151
H 1.3278 1.6965 3.0930 0.3457
C -2.1779 -0.0669 -0.6562 0.0228
H -2.1644 0.9647 -0.3255 0.2428
H 1.9636 -0.0750 1.9290 0.3945
N 0.9638 1.6586 2.1386 -0.2611
N -1.0873 -0.6649 -0.9122 0.0965
H 0.8916 2.6109 1.7710 0.2966
C 1.5332 0.7490 1.3680 0.5157
H 2.5196 0.3346 -0.5276 0.3663
H -0.5347 -2.0509 -2.3852 0.3329
C 1.8224 0.9535 0.0207 -1.0473
H -0.2069 -0.1441 -0.8270 0.1267
```

## Properties
net charge	+2
largest force on an atom	1.872	eV Å⁻¹
DFT total energy	-7286.878	eV
multiplicity	2
relative energy (zero: lowest compared OMol25 entry of this formula, charge and spin)	97.63	kJ/mol
LUMO (alpha / beta)	-8.360 / -11.699	eV
expectation value of S²	0.766
HOMO energy (alpha / beta)	-19.73 / -21.15	eV
gap between HOMO and LUMO (alpha / beta)	11.4 / 9.4	eV

ORCA calculation (the ωB97M-V functional and the def2-TZVPD basis) on a 11-piece molecular cluster, C29H82N2O11 overall in a non-equilibrium geometry.

XYZ file:
```
124
Properties=species:S:1:pos:R:3:mulliken_charge:R:1
H 1.0313 5.6591 -3.3730 0.3751
C -1.0302 -0.5477 -1.6701 -1.2698
H 5.6381 -3.9139 -2.8817 0.2598
C 4.3897 -0.4945 0.2023 -1.2334
H -5.0401 -1.2949 3.4564 0.3489
H 1.2035 -6.5465 -0.0768 0.4879
H -0.3009 4.8299 -2.8510 0.2875
O -1.7737 -3.6739 0.0690 -0.2900
H 5.0950 2.9448 -1.0858 0.0176
C -4.8680 -1.2551 2.3492 -1.4224
H 5.3869 -2.5077 -3.9571 0.4428
H -3.7266 -5.6185 0.2060 0.3375
H -3.7324 -3.0561 0.4460 -0.4666
H -3.2817 0.1276 2.3711 0.6119
C -3.1502 -3.5509 -0.3647 0.8279
O -5.1682 1.8066 -2.1897 -0.5148
H 2.8487 -3.5143 1.0993 -0.0042
H -3.8410 4.1797 0.4700 0.1294
O -3.7844 3.6456 2.3710 -0.4736
C -3.7105 -4.9485 -0.6601 -1.3856
H 0.5270 -1.6416 1.9551 -0.3632
C 5.0059 4.9889 -0.6132 -1.3385
H 0.7505 2.4521 -2.3901 0.1932
C 4.2800 -0.0128 -1.2335 0.2827
H -5.6600 -0.6488 1.9185 0.3680
H 3.5152 -5.8056 2.8511 0.3260
C 5.2524 3.5719 -0.1129 0.2352
H -0.9337 3.0848 -4.6871 0.3320
C -4.7317 5.8172 1.5774 -1.1953
O 1.4701 2.9571 -2.8030 -0.3342
C -2.0480 1.5068 -0.5185 -1.4994
H 0.7414 -3.6472 -0.2820 -0.4011
H -0.1503 5.3596 -4.5648 0.4114
H 4.9766 -1.4065 0.3180 0.5132
O 3.1675 -5.5794 0.7837 -0.3925
H 0.1549 -5.8649 -1.3582 0.4051
H -3.2248 -2.9146 -1.2566 0.1856
H -6.4207 2.1704 -0.5442 0.1923
H -4.6847 -4.7928 -1.1834 0.3614
O -2.4601 -1.7579 2.2598 -0.4969
H 5.4519 5.7970 0.0284 0.3310
H -7.1621 2.2791 -2.2043 0.3486
N 2.1956 -4.4086 -1.6141 -0.5716
O 1.2589 1.7994 2.3612 -0.3509
H -0.6975 -3.3138 3.5421 0.3487
C 4.9617 -3.0813 -3.1891 -1.0446
H -0.2451 2.3630 1.1104 -0.4859
C -6.4241 1.7777 -1.5470 -0.0922
H 4.0677 -3.5217 -3.5258 0.4219
H -0.6731 0.1094 0.3761 -0.5757
C 0.1990 -2.7444 3.8801 -1.6231
H 1.1619 1.0298 -0.7223 -0.1117
H -2.7531 5.2662 1.4277 0.2327
H 0.0753 0.4746 3.0545 0.2505
H -0.3311 4.0502 3.5908 0.5711
H -7.9542 0.5288 -0.7986 0.3702
H -1.6447 -3.0689 0.7873 0.1218
O 0.2989 1.4382 -0.9451 -0.3209
H -0.0042 -2.4623 4.8976 0.3970
C 2.1143 -1.2472 3.4114 -1.2919
H 6.2587 3.4750 0.2312 0.4293
H 2.9202 1.4258 -2.1109 0.1260
C 1.0163 3.5399 -4.0099 0.5487
H -4.8724 2.7076 -2.2540 0.2955
H -3.1073 -5.4681 -1.4155 0.3279
C 1.4611 -4.4567 -0.3792 1.2738
O 4.9207 -2.2037 -2.0533 -0.3344
H -2.1300 1.9437 0.5250 0.2027
H 1.0761 -3.4007 3.8465 0.4785
H 2.6308 -0.3947 2.9474 0.0857
H -3.4209 3.9297 3.1847 0.2991
H -4.6070 6.1787 2.6501 0.2968
C -3.7085 4.7211 1.4369 0.0200
H -1.9175 2.3864 -1.1417 0.3988
O -0.3053 -0.3608 3.4064 -0.8061
H -1.1133 -0.0730 -2.6259 0.4443
O 4.3002 3.2266 0.8989 -0.5182
H -0.9701 2.4989 3.5625 0.3684
H 4.3416 -6.8898 1.8113 0.2761
H 0.2582 2.6296 -5.9434 0.3157
H -3.3640 -0.5851 0.8419 0.1465
H -4.5068 6.7074 0.9720 0.3470
H -1.7965 -1.2248 2.7146 0.3146
H 3.4019 -0.7181 0.5642 0.1054
H -7.2446 -0.1648 -2.2074 0.3331
H 1.6765 -4.6019 1.7795 0.4240
H -6.4162 -0.1914 -0.6197 0.1487
H -5.0400 -2.2625 1.9262 0.2486
C 2.3119 -4.4741 0.9079 -0.1794
H -1.5449 3.7230 2.4724 -0.1439
H 5.2328 0.3621 -1.6677 0.1906
H 4.7902 0.2035 0.9881 0.2345
H -2.9946 1.0337 -0.7921 0.3652
C -3.4819 -0.7961 1.9289 -0.1955
C 0.0884 2.6635 -4.8461 -1.2173
C -0.6572 3.3213 2.9509 -0.9755
H -1.9396 -1.1612 -1.5626 -0.1443
C 0.3125 2.8478 1.9145 0.4484
H -0.2052 -1.2529 -1.6580 0.0533
H 1.9573 3.7281 -4.4765 0.3483
C -0.8475 0.5963 -0.6226 2.2539
C 0.3466 4.9125 -3.7119 -1.4096
H 4.8310 -5.1289 1.9590 0.2709
H 2.2335 -1.2382 4.4996 0.4047
H 3.7817 -0.8384 -3.1516 0.4662
H 2.5883 -2.1746 3.0663 0.3856
H 3.0780 -3.9956 -1.5178 0.1637
H 4.5910 2.4466 1.3430 0.2185
H 2.3789 -5.3615 -1.8744 0.3025
H 2.9159 -1.5288 -1.7321 -0.1006
H -0.2516 -5.5465 0.2965 0.2133
H 0.1064 1.6025 -4.5401 0.2956
C 0.5994 -1.5171 3.0665 1.6173
H 3.3628 1.8288 -0.6233 0.0792
C -7.0048 0.4008 -1.3055 -1.0846
C 0.6383 -5.7171 -0.3546 -1.6656
N 3.2138 1.0397 -1.2274 -0.0234
C 3.9988 -5.8480 1.8892 -0.8443
H 1.8203 2.2049 3.0446 0.1938
H 0.8791 3.7261 1.5386 0.4811
H -5.7532 5.4094 1.5446 0.2881
H 5.4429 5.0221 -1.5960 0.3667
C 3.8872 -1.1981 -2.1029 -0.3241
H 3.9426 5.1573 -0.5536 0.2941
```

## Properties
largest force on an atom	3.459	eV Å⁻¹
DFT total energy	-56901.435	eV
relative energy (zero: lowest compared OMol25 entry of this formula, charge and spin)	21.72	kJ/mol
LUMO	0.480	eV
HOMO energy	-8.86	eV
gap between HOMO and LUMO	9.3	eV

ORCA calculation (the ωB97M-V functional and the def2-TZVPD basis) on a 4-piece molecular cluster, C27H48F10N2O12P overall.

XYZ file:
```
100
Properties=species:S:1:pos:R:3:mulliken_charge:R:1
C 2.3662 -5.7226 0.9839 -1.5040
H 1.6324 -5.7258 1.7909 0.3269
C 2.5106 -3.8797 7.4594 -0.0976
H 0.6461 0.3100 1.8240 0.3121
F -4.8722 7.1243 -4.4599 -0.2357
H -2.1724 7.8016 -8.3704 0.3225
O 1.0379 4.0582 -0.8817 -0.8198
F -4.4160 9.2177 -4.7819 -0.2501
H -0.9413 -2.5810 3.2480 0.3371
H 0.4003 -1.4509 3.5123 0.3105
H -5.1423 -1.7577 0.0233 0.3928
H 3.6255 1.0848 -3.9564 0.3778
H 1.8640 -5.8280 0.0233 0.3631
O -2.7397 6.5253 -6.0081 -0.5010
H 0.3824 2.2384 0.9853 0.3621
F -4.8952 -5.3573 -4.0102 -0.2519
C -3.9989 -3.6131 -2.7030 0.3182
H 2.9573 -3.9279 6.4668 0.1899
H -0.6091 8.4912 -8.8209 0.3726
H 4.1214 -4.6820 0.4368 0.5165
H -0.5061 7.4624 -6.5271 0.3098
F -0.9772 -1.1412 5.8607 -0.2358
C -1.4470 8.5778 -8.1298 -1.1041
H 3.2895 -1.9245 7.9499 0.3032
F -1.2994 -3.2822 5.8032 -0.2647
C -0.3715 2.0073 0.2305 -0.7760
H -2.9236 -3.8166 -0.4746 0.2319
C -0.1686 -1.9973 2.7525 -0.9108
F 2.2173 -0.3745 0.0774 -0.5596
C 0.6660 -3.0206 1.9827 -1.0352
H 2.5897 -2.2282 3.2823 0.8903
C 1.2008 -1.2055 0.4326 -0.6396
F -6.1040 -3.5625 -3.8129 -0.2408
H 3.4247 -2.5751 -0.0038 0.7172
H 2.0024 -3.4898 -0.4321 0.6228
H 4.3956 -3.7449 2.4302 0.3525
C -4.8536 -4.0189 -3.9248 0.9126
H 2.4761 -4.8830 7.8755 0.3308
C 0.1253 -0.3601 1.1261 0.8490
H 2.0373 0.3256 -3.7402 0.2887
H 3.3167 0.0609 -2.5471 0.1504
H -1.9320 4.7408 -1.0821 0.2906
C 3.2311 -4.4722 1.0397 0.0305
H -3.5212 3.7282 -2.7645 0.3474
H -0.1563 -4.7291 1.1613 0.3151
H 4.4641 0.3418 2.6767 0.3156
H -1.9193 9.5490 -8.2764 0.3059
H -1.2874 2.5093 0.5459 0.5077
F -3.3356 8.0880 -3.2726 -0.2548
C 2.3727 2.0151 -2.4611 -0.3283
H -3.6372 -1.4367 -0.8394 0.2268
C 2.6727 -1.6298 2.3723 -1.5709
C 4.7557 -0.7043 2.7977 -0.7848
H -0.2190 9.2073 -6.4685 0.3167
C -0.6871 -2.2871 6.4754 0.9943
O 1.0014 1.7638 -2.0735 -0.1671
C 0.8366 -2.5414 6.4732 0.3524
C -3.9658 -3.5173 -0.3691 -0.1623
P 0.2302 2.8821 -1.2375 0.7053
C -0.6016 0.4885 0.0780 -1.2741
O -1.0459 3.1654 -2.1303 -0.2555
H 2.7605 -2.8740 9.3434 0.3094
C -2.8129 4.5075 -3.0398 -1.0688
H 2.4169 2.9036 -3.0871 0.4623
O 1.1174 -3.4963 7.3288 -0.3191
H 2.9698 2.1887 -1.5671 0.2990
H 0.8242 -1.6684 -0.4800 0.6034
H 2.2691 -0.6360 2.5687 0.7721
C 2.8753 0.7931 -3.2242 -1.0507
C 3.2499 -2.9284 8.3715 -1.1072
N -0.1817 -3.7280 1.0629 -0.0017
H -0.2777 0.1908 -0.9201 0.5852
C -0.9511 8.4400 -6.7083 -0.2127
F -1.1719 -2.2482 7.7121 -0.2430
C 2.6339 -3.1954 0.4049 -0.9733
H -1.6634 0.2580 0.1471 0.3178
C -3.8911 8.0234 -4.4965 0.9116
O -0.8088 -1.1454 1.8302 -0.4224
C -2.8178 7.6209 -5.5336 0.3515
O -2.0227 8.6526 -5.7600 -0.3078
O 3.6049 -4.2995 2.3980 -0.5637
H 4.2702 -3.2813 8.5172 0.3922
H -3.5962 -1.8158 0.8891 0.2895
C -4.0930 -2.0415 -0.0552 -0.9832
O -2.8814 -3.1914 -2.7971 -0.5175
N 1.8168 -2.3002 1.3017 0.8313
H -4.4232 -4.1272 0.4065 0.3518
H -0.1607 -3.4461 0.0966 0.3266
H 5.7943 -0.8190 2.5028 0.3261
C -1.6249 4.4970 -2.1008 -0.2712
H 1.1023 -3.7275 2.6897 0.7984
O -4.6677 -3.8483 -1.5837 -0.3167
O 3.9848 -1.5436 1.9305 -0.3222
H 3.0005 -6.5917 1.1482 0.4148
H -2.4799 4.3750 -4.0684 0.3032
F -4.3185 -3.5378 -5.0422 -0.2303
O 1.5996 -1.9547 5.7525 -0.5338
H -0.8747 5.2187 -2.4184 0.3235
H -3.3004 5.4797 -2.9796 0.2220
H 4.6259 -0.9992 3.8421 0.3087
```

## Properties
net charge	+1
largest force on an atom	0.877	eV Å⁻¹
DFT total energy	-92787.908	eV
LUMO	-2.166	eV
HOMO energy	-12.44	eV
gap between HOMO and LUMO	10.3	eV